Entry 1:
C3H5NO3 | ωB97M-V/def2-TZVPD

Computed properties:
E_LUMO = 0.36 eV
SMILES string = O=CNCC(=O)O
gap between HOMO and LUMO = 10.9 eV
charge = 0

Each line ends with the natural charge from an NBO analysis.
Element x y z (Å)
1 C 1.645 -0.022 -0.068  0.52
2 N 0.672 -0.987 -0.140  -0.63
3 C -0.586 -0.600 -0.907  -0.35
4 C -1.292 0.240 0.101  0.78
5 O -1.021 1.612 -0.063  -0.68
6 O -2.186 -0.261 0.831  -0.54
7 O 2.673 -0.112 0.568  -0.54
8 H 1.574 0.771 -0.833  0.08
9 H 1.135 -1.854 -0.232  0.42
10 H -1.326 -1.361 -1.030  0.26
11 H -0.244 -0.033 -1.808  0.20
12 H -0.180 1.775 -0.557  0.49

***

Entry 2:
C3H5NO3 | ωB97M-V/def2-TZVPD

Computed properties:
E_LUMO = 0.93 eV
SMILES string = C=NOC(=O)OC
gap between HOMO and LUMO = 11.7 eV
charge = 0

Each line ends with the natural charge from an NBO analysis.
Element x y z (Å)
1 C 1.364 0.722 -2.285  -0.26
2 C 0.352 -0.073 -0.269  0.97
3 C -1.840 -0.509 2.163  -0.11
4 H 1.835 -0.206 -2.454  0.20
5 H 2.115 1.375 -1.877  0.20
6 H 0.836 1.078 -3.233  0.20
7 H -2.822 -0.352 1.597  0.20
8 H -1.783 -0.894 3.100  0.19
9 N -0.649 -0.386 1.685  -0.08
10 O 0.225 0.679 -1.361  -0.50
11 O 1.331 -0.551 0.251  -0.59
12 O -0.918 -0.020 0.287  -0.42

***

Entry 3:
C3H5NO3 | ωB97M-V/def2-TZVPD

Computed properties:
E_LUMO = 0.59 eV
SMILES string = C=NOC(=O)CO
gap between HOMO and LUMO = 10.7 eV
charge = 0

Each line ends with the natural charge from an NBO analysis.
Element x y z (Å)
1 C 1.431 1.124 -0.613  -0.15
2 C 1.011 -0.266 -0.212  0.76
3 C -2.073 -1.406 0.927  -0.12
4 H -0.301 1.732 -0.718  0.47
5 H 1.747 1.612 0.296  0.18
6 H 2.266 1.031 -1.340  0.21
7 H -2.612 -2.224 1.500  0.22
8 H -2.657 -0.494 0.575  0.19
9 N -0.788 -1.463 0.847  -0.09
10 O 0.466 1.796 -1.264  -0.69
11 O 1.834 -1.100 -0.054  -0.54
12 O -0.325 -0.341 0.056  -0.44